This record from the Open Molecules 2025 dataset describes a cluster of 3 separate species, C4H10NOS2 in total. The level of theory is the ωB97M-V functional and the def2-TZVPD basis.

The value obtained for the relative energy (zero: lowest compared OMol25 entry of this formula, charge and spin) is 33.2 kcal/mol. The calculation puts the HOMO energy at -0.07912 Eh. The calculation puts the LUMO energy at 2.4013 eV. The value obtained for the molecular weight is 152.3 g/mol. The calculation puts the maximum force at 6.849 eV/Å. As for the total charge: -1.

XYZ file:
```
18
C4H10NOS2 the ωB97M-V functional and the def2-TZVPD basis
N -0.73 1.23 -0.97
C -0.69 0.50 -2.11
C -1.01 -4.26 2.34
O -0.98 -5.18 1.56
C -0.92 -0.80 -2.11
S 1.09 4.79 0.09
S 2.53 3.41 0.43
C 1.83 1.83 0.81
H -0.35 2.21 -1.03
H -0.71 0.73 -0.06
H -0.63 1.18 -3.02
H -1.11 -3.15 2.07
H -0.80 -4.49 3.32
H -1.08 -1.38 -1.16
H -1.04 -1.36 -3.00
H 0.64 1.82 0.39
H 1.59 1.88 1.88
H 2.39 1.02 0.56
```